Entry from the OMol25 dataset: C42H78N5NiO11 as an isolated structure (ωB97M-V with the def2-TZVPD basis set).

CARTESIAN COORDINATES (ANGSTROEM)
Ni1 -0.200 3.842 -4.602
N1 0.434 2.216 -0.748
O1 -0.017 1.481 0.092
O2 0.136 2.185 -1.941
O3 1.323 3.043 -0.455
C1 4.866 5.675 -5.662
C2 3.483 5.236 -5.707
C3 2.513 6.021 -6.687
O4 1.392 5.538 -6.769
C4 2.902 7.374 -7.061
C5 4.180 7.794 -6.850
C6 5.248 6.860 -6.244
O5 6.520 7.139 -6.270
O6 4.371 9.058 -6.900
O7 2.909 4.467 -4.931
H1 5.647 5.055 -5.247
H2 2.015 7.890 -7.399
C7 5.447 1.116 2.205
C8 5.552 -0.159 1.368
C9 4.446 -1.111 1.824
C10 4.287 -2.315 0.989
C11 3.967 -1.856 -0.421
C12 5.069 -0.918 -1.026
N2 5.178 0.187 -0.052
O8 6.158 0.999 -0.489
C13 6.387 -1.695 -1.397
C14 4.296 -0.321 -2.277
C15 6.885 -0.813 1.762
H3 5.431 0.887 3.270
H4 4.639 1.769 1.877
H5 6.334 1.725 2.032
H6 4.594 -1.372 2.872
H7 3.506 -0.563 1.893
H8 3.458 -2.905 1.378
H9 5.207 -2.896 1.062
H10 2.985 -1.384 -0.393
H11 3.923 -2.797 -0.970
H12 7.033 -0.864 -1.682
H13 6.853 -2.116 -0.506
H14 6.227 -2.421 -2.194
H15 3.324 0.050 -1.953
H16 4.918 0.435 -2.756
H17 4.024 -1.056 -3.035
H18 7.120 -1.813 1.397
H19 7.126 -0.904 2.821
H20 7.701 -0.162 1.447
H21 6.972 0.517 -0.326
C16 0.998 2.119 5.951
C17 -0.528 2.043 5.872
C18 -1.201 2.085 7.347
C19 -2.755 2.190 7.370
C20 -3.120 3.449 6.526
C21 -2.422 3.571 5.052
N3 -1.004 3.247 5.130
O9 -0.351 3.540 3.933
C22 -3.183 2.642 4.045
C23 -2.619 5.006 4.541
C24 -0.817 0.695 5.204
H22 1.438 1.248 6.436
H23 1.312 2.958 6.572
H24 1.483 2.095 4.975
H25 -0.923 1.157 7.846
H26 -0.696 2.885 7.890
H27 -3.273 2.162 8.329
H28 -3.213 1.333 6.876
H29 -2.807 4.326 7.092
H30 -4.205 3.552 6.555
H31 -4.216 2.990 4.066
H32 -2.904 2.664 2.992
H33 -3.012 1.613 4.362
H34 -3.632 5.320 4.287
H35 -2.350 5.609 5.409
H36 -2.091 5.320 3.641
H37 -1.629 0.242 5.772
H38 -0.023 -0.043 5.318
H39 -1.143 0.677 4.164
H40 -0.610 2.748 3.455
C25 -2.333 -4.553 4.019
C26 -3.030 -4.885 2.638
C27 -2.760 -3.687 1.608
C28 -1.317 -3.749 0.983
C29 -1.161 -5.176 0.279
C30 -1.400 -6.418 1.171
N4 -2.601 -6.161 2.021
O10 -2.674 -7.186 2.918
C31 -1.579 -7.640 0.292
C32 -0.172 -6.624 1.977
C33 -4.478 -5.019 2.820
H41 -2.505 -5.257 4.834
H42 -2.849 -3.668 4.393
H43 -1.256 -4.388 4.044
H44 -3.408 -3.637 0.733
H45 -2.826 -2.723 2.113
H46 -0.533 -3.601 1.726
H47 -1.370 -2.843 0.380
H48 -0.131 -5.094 -0.068
H49 -1.887 -5.307 -0.524
H50 -1.846 -8.443 0.978
H51 -2.483 -7.562 -0.312
H52 -0.738 -7.935 -0.336
H53 -0.165 -7.420 2.722
H54 0.704 -6.799 1.352
H55 0.192 -5.771 2.549
H56 -4.977 -5.159 1.861
H57 -4.909 -4.174 3.357
H58 -4.681 -5.875 3.464
H59 -2.411 -6.716 3.713
C34 -5.356 1.344 -4.803
C35 -3.949 1.125 -4.092
C36 -3.763 -0.248 -3.382
C37 -3.475 -1.430 -4.346
C38 -2.083 -1.094 -5.020
C39 -2.171 0.271 -5.820
N5 -2.766 1.368 -5.026
O11 -2.816 2.629 -5.737
C40 -0.728 0.537 -6.275
C41 -2.969 0.085 -7.096
C42 -3.962 2.224 -2.967
H60 -5.354 2.230 -5.439
H61 -5.633 0.515 -5.454
H62 -6.216 1.537 -4.160
H63 -2.846 -0.102 -2.810
H64 -4.564 -0.443 -2.669
H65 -3.420 -2.399 -3.850
H66 -4.303 -1.485 -5.053
H67 -1.740 -1.857 -5.718
H68 -1.301 -1.071 -4.261
H69 -0.689 1.450 -6.870
H70 -0.395 -0.242 -6.961
H71 -0.104 0.707 -5.397
H72 -2.841 -0.853 -7.636
H73 -2.784 0.842 -7.858
H74 -4.024 0.149 -6.830
H75 -3.249 2.084 -2.155
H76 -3.783 3.165 -3.486
H77 -4.921 2.329 -2.459
H78 -3.485 2.536 -6.419

Results
Charge: -1
HOMO-LUMO gap (spin up / spin down), Ha: 0.2178 / 0.1838
E, eV: -115818.7733
Energy relative to the best compared isomer or geometry (same formula, charge and spin), kJ/mol: 765.5
Spin multiplicity: 3


Entry from the OMol25 dataset: a 9-piece molecular cluster, C42H80BN9O9S2Si overall (ωB97M-V with the def2-TZVPD basis set).

CARTESIAN COORDINATES (ANGSTROEM)
C1 -0.062 1.651 5.068
C2 -1.060 2.426 4.107
B1 -2.591 1.939 4.178
O1 -3.564 2.920 4.542
Si1 -3.281 0.140 3.773
C3 -2.020 -1.279 4.033
C4 -1.609 -2.007 2.660
C5 -0.215 -1.476 2.174
S1 0.536 -2.499 0.844
C6 1.571 -1.405 -0.198
S2 2.127 -0.016 0.491
N1 1.775 -1.858 -1.558
C7 1.377 -0.887 -2.562
C8 1.991 0.408 -2.809
C9 1.558 1.317 -3.864
C10 0.458 0.903 -4.750
C11 -0.190 -0.375 -4.526
C12 0.266 -1.267 -3.447
C13 3.086 -2.431 -1.795
C14 3.212 -3.285 -2.994
C15 4.448 -3.907 -3.412
C16 5.660 -3.687 -2.617
C17 5.539 -2.880 -1.416
C18 4.281 -2.242 -0.987
H1 -0.631 1.138 5.889
H2 0.763 2.304 5.449
H3 0.421 0.840 4.446
H4 -1.037 3.507 4.429
H5 -0.708 2.422 3.040
H6 -3.232 3.469 5.273
H7 -4.466 -0.063 4.642
H8 -3.715 0.087 2.367
H9 -2.518 -2.013 4.734
H10 -1.089 -0.944 4.561
H11 -1.626 -3.114 2.869
H12 -2.451 -1.777 1.948
H13 -0.364 -0.448 1.730
H14 0.443 -1.369 3.083
H15 2.849 0.753 -2.181
H16 2.055 2.309 -3.998
H17 0.152 1.583 -5.574
H18 -1.022 -0.779 -5.155
H19 -0.237 -2.248 -3.301
H20 2.310 -3.462 -3.632
H21 4.466 -4.542 -4.323
H22 6.609 -4.151 -2.972
H23 6.479 -2.724 -0.829
H24 4.246 -1.630 -0.063
C19 1.298 7.071 3.145
C20 0.589 5.774 2.850
O2 0.675 4.797 3.582
N2 -0.167 5.720 1.721
C21 -0.386 6.770 0.741
H25 1.863 6.978 4.069
H26 1.992 7.307 2.337
H27 0.572 7.876 3.263
H28 -0.617 4.829 1.578
H29 -1.452 6.979 0.686
H30 -0.041 6.411 -0.231
H31 0.145 7.683 0.994
C22 1.850 12.082 2.062
C23 2.383 10.705 2.366
O3 2.481 10.280 3.506
N3 2.762 9.931 1.309
C24 2.718 10.262 -0.101
H32 1.589 12.583 2.991
H33 2.611 12.674 1.549
H34 0.953 12.009 1.443
H35 3.109 9.024 1.578
H36 2.082 9.535 -0.611
H37 3.730 10.197 -0.506
H38 2.328 11.261 -0.273
C25 -2.379 10.303 -2.542
C26 -1.861 8.919 -2.242
O4 -1.774 8.487 -1.102
N4 -1.484 8.148 -3.298
C27 -1.515 8.486 -4.708
H39 -2.640 10.802 -1.611
H40 -1.609 10.891 -3.047
H41 -3.272 10.242 -3.166
H42 -1.148 7.235 -3.031
H43 -2.155 7.769 -5.224
H44 -0.501 8.413 -5.106
H45 -1.894 9.490 -4.877
C28 9.751 -7.590 -4.025
C29 8.771 -6.450 -4.139
O5 8.945 -5.380 -3.573
N5 7.666 -6.648 -4.906
C30 7.290 -7.837 -5.648
H46 10.580 -7.293 -3.386
H47 9.264 -8.460 -3.580
H48 10.146 -7.845 -5.010
H49 7.052 -5.848 -4.941
H50 7.199 -7.572 -6.703
H51 6.324 -8.182 -5.282
H52 8.021 -8.634 -5.540
C31 -7.474 0.010 3.112
C32 -7.000 -0.916 2.024
O6 -6.128 -1.755 2.211
N6 -7.580 -0.794 0.801
C33 -8.618 0.130 0.396
H53 -6.929 -0.195 4.031
H54 -7.289 1.048 2.825
H55 -8.536 -0.146 3.297
H56 -7.220 -1.442 0.117
H57 -9.479 -0.444 0.046
H58 -8.239 0.743 -0.425
H59 -8.929 0.776 1.212
C34 -0.601 -5.329 6.441
C35 -0.245 -5.138 4.988
O7 -0.963 -5.534 4.083
N7 0.923 -4.498 4.708
C36 1.894 -3.962 5.642
H60 -1.553 -5.851 6.515
H61 0.163 -5.929 6.939
H62 -0.697 -4.360 6.934
H63 1.104 -4.402 3.720
H64 1.999 -2.891 5.460
H65 2.855 -4.450 5.464
H66 1.597 -4.122 6.675
C37 4.058 -6.389 -8.171
C38 4.297 -7.851 -7.893
O8 4.413 -8.291 -6.759
N8 4.384 -8.687 -8.964
C39 4.273 -8.352 -10.370
H67 4.011 -5.844 -7.230
H68 4.875 -5.981 -8.768
H69 3.109 -6.257 -8.695
H70 4.544 -9.651 -8.711
H71 3.442 -8.916 -10.798
H72 5.198 -8.642 -10.871
H73 4.101 -7.291 -10.523
C40 -7.545 -3.308 4.690
C41 -8.976 -3.195 4.229
O9 -9.337 -2.379 3.391
N9 -9.882 -4.048 4.783
C42 -9.648 -5.073 5.780
H74 -6.935 -2.574 4.169
H75 -7.481 -3.115 5.763
H76 -7.156 -4.303 4.465
H77 -10.820 -3.923 4.434
H78 -9.943 -6.039 5.364
H79 -10.265 -4.857 6.654
H80 -8.605 -5.118 6.082

Results
HOMO-LUMO gap, Ha: 0.2920
E, eV: -106914.7883
Structure (SMILES): CCB(O)[SiH2]CCCSC(=S)N(c1ccccc1)c1ccccc1.CNC(C)=O.CNC(C)=O.CNC(C)=O.CNC(C)=O.CNC(C)=O.CNC(C)=O.CNC(C)=O.CNC(C)=O


Question: Among the records above, which one has the highest E?
Answer: C42H80BN9O9S2Si


Question: Which value of E does entry 1 give?
Answer: -115818.7733 eV